Molecular formula: C21H50BBrFN3O11P
Method: DFT, ωB97M-V with the def2-TZVPD basis set

Structure (XYZ):
```
89
Properties=species:S:1:pos:R:3:forces:R:3:lowdin_charge:R:1
O -2.375269 0.817171 -0.395068 0.2975 0.0819 0.1124 -0.1014
H 6.902582 -3.402975 1.222185 -0.0412 -0.0746 -0.0061 0.0902
H -4.329909 -1.697140 0.721528 -0.0246 0.0110 -0.0311 0.0895
H 1.470678 -0.570877 1.998852 0.2039 0.2510 -0.3297 0.1157
H -3.100222 1.276803 -0.838927 0.0094 0.0553 -0.0545 0.0791
H -6.699641 1.992995 -1.393367 -0.0724 0.0598 0.1740 0.0786
H 5.479638 -2.768596 -1.145870 -0.9144 0.4862 0.2030 0.0471
C 1.707842 1.569608 2.122740 -0.3305 -1.6229 1.1145 -0.0585
P 4.359415 -3.590940 -1.469275 1.6454 -1.9924 -1.4012 0.7667
H -5.135380 5.417966 -1.313616 -0.0275 0.0449 -0.1353 0.1141
C -0.636063 3.053582 6.403276 -0.1984 0.2239 -0.3274 -0.3109
O 0.555024 3.390079 1.232133 0.3085 1.6761 -1.2600 0.1393
C 2.765356 -1.571684 -3.053776 0.2796 -0.3879 1.7001 -0.4997
C -8.771001 2.305258 -1.927181 -0.0764 -0.0155 0.0739 -0.0898
C -7.613388 1.408753 -1.529966 0.0063 0.2539 -0.4205 -0.3234
O -4.810964 3.426536 -0.893629 0.0870 -0.2757 -0.0168 -0.1052
C 0.931052 0.179826 0.050623 1.5629 0.7491 0.4489 -0.0778
O 6.157867 -3.909593 0.877270 -0.0676 0.1068 0.0275 -0.1735
H 2.899867 0.004340 1.151510 -0.3411 0.4491 -0.1430 0.1009
H -2.132053 -0.544614 1.110348 0.0071 0.2049 0.0193 0.0858
H -7.179715 0.876509 -3.354394 -0.0528 -0.0513 0.0577 0.0770
O -0.051782 2.364783 5.298725 0.2782 -0.2509 -0.0353 -0.0985
H -5.140083 4.317491 -2.701268 -0.0795 -0.1187 0.1065 0.1142
C 6.534288 -5.295435 0.896691 0.3419 0.0129 0.3132 -0.3082
H -2.585398 2.168746 6.149099 0.0338 0.0046 0.0793 0.0757
O 5.163417 -2.012733 -4.008536 -0.5019 0.4906 1.6031 0.1349
H -2.679361 3.960648 -2.432586 -0.0516 0.0303 -0.0716 0.0719
H 0.940497 -0.541349 -2.974409 0.4004 0.4448 0.1968 0.1493
H 5.957168 -1.462448 -4.108977 -0.0592 -0.4011 -0.6634 0.1290
N 2.479255 -1.805729 -0.597404 -0.1529 -0.0553 -1.5440 -0.0783
Br 1.880480 -2.568792 -4.533071 0.1452 0.7004 0.1802 0.9484
H 3.414844 0.601888 -4.690423 0.3314 0.4650 0.1845 0.0795
H -1.663804 -2.516569 0.082159 0.4709 -0.0386 -0.0288 0.0721
C -3.170157 4.832067 -1.994145 0.0215 -0.0535 -0.0245 -0.0879
H -7.834230 0.892396 -0.595460 0.0320 -0.1524 -0.1049 0.1117
F -0.153862 -2.542527 -2.205106 0.4182 0.1906 0.0829 -0.0236
H 3.007573 -2.341966 1.164975 -0.1999 -0.0381 -0.0581 0.1530
H 1.643198 1.297509 3.195340 0.0696 0.1244 -0.4086 0.1286
H 2.635427 2.139801 2.012751 -0.7205 0.4265 -0.2967 0.1316
C -3.894598 -1.039840 -0.032804 0.0138 0.0307 -0.0028 -0.0662
H -8.562023 2.808622 -2.874841 0.0507 0.0722 0.0631 0.0718
H 2.105304 -3.389440 -2.130622 -0.1789 0.4288 1.0582 0.1086
H -4.703785 -0.530843 -0.561349 -0.0401 -0.0222 0.0782 0.0803
C -4.642166 4.550398 -1.760649 0.3022 0.1330 0.2171 -0.3042
O -7.383074 0.417624 -2.532196 0.1000 -0.2255 0.1532 -0.0914
H 5.698674 -5.869885 0.495987 -0.0282 0.1379 -0.0720 0.1042
H -3.035891 5.683936 -2.662045 0.0372 -0.0045 0.0384 0.0788
H -0.285596 -1.979129 1.069522 0.0101 -0.3597 -0.3305 0.0879
N 3.972876 1.625361 -1.041242 2.4323 0.7117 1.9742 0.2397
O 2.402652 -2.670902 0.473901 -0.0531 0.0807 0.6606 0.0629
C 2.817868 -2.592622 -1.851018 1.1123 -0.6585 -0.4644 -0.3064
H -3.478842 0.584151 1.332155 0.0269 -0.1455 0.1287 0.1184
C 1.291114 -0.959797 -0.962689 -0.5620 1.4704 -0.0023 -0.2099
C 1.831333 0.231580 1.323771 -0.8298 -0.7025 0.6276 -0.1501
H -0.182600 -3.493496 0.052623 0.0034 0.3982 0.2867 0.0993
H 5.998748 -5.592893 2.963681 -0.0167 -0.0740 -0.0474 0.0778
C -0.566142 -2.464528 0.122704 0.1245 -0.0315 -0.3943 0.0064
C 1.855487 -0.451258 -2.357409 -3.2311 -1.7794 -2.2714 -0.1897
H -4.379704 3.638480 -0.057845 -0.1189 0.0590 -0.0417 0.0812
H 1.018570 1.173806 -0.427997 -0.1015 -0.5878 -0.1348 0.1352
C -0.073137 -1.677987 -1.116731 -0.7535 -0.4316 0.5477 -0.2784
O 4.687226 -4.503653 -2.587382 -0.4240 0.2925 -0.0946 -0.3931
H -2.592417 3.679464 7.080080 -0.0191 0.0126 -0.0446 0.0765
H 3.264706 -1.136242 -0.536290 -0.0937 -0.1614 0.6585 0.1830
O -0.819227 1.938028 2.121092 1.1973 -1.1742 -0.0896 0.0808
H -2.662482 5.045440 -1.049651 -0.0293 0.1139 -0.0230 0.0731
H -0.251417 2.855984 4.494323 -0.1490 0.0145 0.1379 0.0554
C -2.951277 -0.035280 0.601123 -0.4700 0.0417 -0.2437 -0.3078
H 7.137305 -6.795959 2.328779 0.0256 0.0307 0.0156 0.0826
C 3.161286 1.290747 -1.749978 -2.4410 -0.7443 -1.9124 -0.3475
H -0.392496 2.493916 7.305356 0.1134 -0.0668 -0.1101 0.1132
H 7.394596 -5.434809 0.237795 -0.0677 -0.1139 -0.0495 0.1195
H -0.183817 4.047045 6.480110 -0.0361 0.0038 0.1634 0.1109
H -2.386702 3.704023 5.317815 0.0153 0.0940 0.0653 0.0710
H -1.372542 2.346619 1.430763 -0.0373 0.0572 0.3313 0.1144
H -0.109710 0.123869 0.391338 0.3293 -0.2072 -0.3075 0.0912
C -2.139245 3.160990 6.233783 -0.0485 -0.0587 0.0184 -0.0906
H 7.682150 -5.154306 2.719897 0.0681 -0.0876 -0.0531 0.0773
N 4.304225 0.193880 -4.417715 -0.8445 -0.9018 0.8103 0.1702
O 2.170316 0.921400 -2.504314 0.7756 0.0833 0.5354 0.0695
H -8.960174 3.062332 -1.163934 -0.0065 0.0232 -0.0488 0.0746
B 4.119061 -1.144719 -3.816542 1.0717 0.8103 -1.0678 -0.7204
H -3.366982 -1.650406 -0.769496 -0.0452 0.0018 0.0177 0.0679
C 6.858327 -5.742172 2.307969 -0.0879 0.0454 0.0509 -0.0828
H 4.838663 0.814318 -3.814428 -0.0031 0.2211 -0.4603 0.0826
H -9.678093 1.716368 -2.070821 0.0215 -0.0003 0.0709 0.0775
H 4.169784 -4.427072 -0.338858 -0.5772 1.0258 0.1132 0.0322
H -0.810313 -0.873232 -1.303583 0.5542 -0.1215 -0.1334 0.1499
C 0.453373 2.351787 1.789986 -0.1299 0.2513 0.2613 -0.5347
```
Positions in Å, forces in eV/Å.

Computed properties:
E_tot   -4861.79519 Eh
F_max   4.332 eV Å⁻¹
Kohn-Sham gap   8.39 eV
Charge   +1
Lowest unoccupied orbital energy   -0.122 Eh
Highest occupied orbital energy   -11.704 eV